# 1
Molecular formula: C25H29BNO3
Method: DFT, the ωB97M-V functional and the def2-TZVPD basis

Cartesian coordinates (Å):
C  -2.994  0.626  -3.479
C  -2.671  1.286  -2.273
C  -3.254  2.354  -1.628
C  -2.569  2.482  -0.444
C  -1.470  1.373  -0.353
B  -0.169  2.621  -0.575
O  0.434  2.792  0.659
C  1.807  2.774  0.297
C  2.211  4.164  -0.055
C  2.577  2.160  1.502
C  1.806  1.974  -1.107
C  3.022  2.228  -1.988
C  1.601  0.463  -1.008
O  0.578  2.579  -1.713
O  -1.677  0.729  -1.589
H  -3.652  1.256  -4.047
H  -2.103  0.488  -4.077
H  -3.408  -0.379  -3.401
H  -4.128  2.931  -2.009
H  -2.717  3.359  0.218
H  3.305  4.159  0.070
H  1.970  4.411  -1.092
H  1.735  4.894  0.606
H  3.279  1.363  1.180
H  3.230  2.966  1.843
H  1.958  1.724  2.318
H  3.884  1.832  -1.411
H  2.859  1.707  -2.935
H  3.053  3.283  -2.227
H  0.628  0.120  -0.655
H  1.587  0.059  -2.030
H  2.366  -0.080  -0.426
C  -2.170  0.444  1.597
C  -1.018  0.256  0.708
N  -0.542  -1.282  0.583
C  0.714  -1.855  1.009
C  1.896  -1.366  1.587
C  2.998  -2.234  1.793
C  2.943  -3.600  1.486
C  1.721  -4.122  1.074
C  0.641  -3.259  0.910
C  -0.726  -3.606  0.720
C  -1.425  -2.383  0.539
C  -2.813  -2.396  0.616
C  -3.435  -3.616  0.916
C  -2.724  -4.822  1.017
C  -1.340  -4.841  0.864
H  -1.945  1.428  1.983
H  -3.008  0.504  0.912
H  -2.247  -0.316  2.368
H  -0.088  0.644  1.135
H  2.006  -0.303  1.764
H  3.981  -1.876  2.059
H  3.806  -4.276  1.600
H  1.514  -5.178  0.888
H  -3.367  -1.483  0.439
H  -4.513  -3.656  1.044
H  -3.229  -5.751  1.267
H  -0.705  -5.749  0.949

DFT total energy   -34696.25686 eV
Total charge   +1
Orbital gap   0.2117 hartree
M   402.32 g mol⁻¹

***

# 2
Molecular formula: C25H29BO4
Method: DFT, the ωB97M-V functional and the def2-TZVPD basis

Cartesian coordinates (Å):
C  6.525  -0.929  2.536
C  5.570  0.114  2.888
C  5.614  1.502  2.812
C  4.287  1.954  3.069
C  3.466  0.833  3.312
B  1.948  0.553  2.604
O  1.150  -0.470  3.328
C  0.054  -0.423  2.517
C  0.186  0.287  1.095
C  -0.918  0.171  0.066
C  1.503  -0.242  0.501
O  2.536  0.025  1.403
C  0.242  1.767  1.659
O  1.354  1.880  2.534
O  4.305  -0.277  3.247
H  7.501  -0.447  2.445
H  6.561  -1.691  3.330
H  6.286  -1.391  1.564
H  6.487  2.102  2.555
H  3.932  2.986  3.061
H  -0.336  -1.425  2.446
H  -0.577  0.235  3.176
H  -0.774  1.045  -0.587
H  -1.009  -0.737  -0.543
H  -1.852  0.269  0.611
H  1.378  -1.328  0.293
H  1.760  0.210  -0.477
H  0.333  2.506  0.841
H  -0.693  2.008  2.191
C  -5.606  4.663  3.345
C  -4.547  3.589  3.320
C  -4.309  2.770  4.423
C  -3.474  1.667  4.276
C  -2.885  1.290  3.050
C  -2.251  -0.066  2.960
C  -2.949  -1.082  2.202
C  -2.373  -2.350  1.920
C  -2.798  -3.156  0.884
C  -3.881  -2.757  0.102
C  -4.448  -3.694  -0.905
C  -4.518  -1.537  0.360
C  -4.107  -0.755  1.436
C  -3.037  2.213  1.981
C  -3.867  3.341  2.129
H  -5.529  5.223  2.395
H  -6.643  4.270  3.447
H  -5.431  5.360  4.182
H  -4.833  2.949  5.355
H  -3.274  1.030  5.139
H  -1.877  -0.473  3.896
H  -1.475  -2.643  2.472
H  -2.281  -4.104  0.684
H  -5.244  -3.147  -1.417
H  -3.682  -3.998  -1.626
H  -4.840  -4.580  -0.383
H  -5.310  -1.223  -0.336
H  -4.548  0.228  1.514
H  -2.502  2.070  1.048
H  -4.074  4.001  1.294

DFT total energy   -35257.51554 eV
Total charge   0
Orbital gap   0.1238 hartree
M   404.31 g mol⁻¹

***

Number 1: HOMO energy -10.3 eV. Number 2: HOMO energy -6.0 eV.